#P
Formula: C12H11N8O2S3Sn
Source: OMol25
Level of theory: ωB97M-V with the def2-TZVPD basis set

Values from the calculation:
charge = -1

CARTESIAN COORDINATES (ANGSTROEM)
Sn -0.39101 1.01318 -1.36715
C 1.00263 -1.91859 -3.25302
C 1.67998 -2.33984 -2.12007
C 0.97820 -2.91421 -1.06912
C -0.39715 -3.06925 -1.15209
C -1.07514 -2.63671 -2.28348
C -0.37481 -2.07127 -3.33867
H 1.55082 -1.47229 -4.07287
H 2.75421 -2.22423 -2.05583
H 1.51100 -3.23739 -0.18380
H -0.94178 -3.52580 -0.33460
H -2.15182 -2.73162 -2.33864
H -0.89512 -1.75816 -4.23524
S -3.22757 4.71728 -1.22061
C -2.29978 3.36859 -1.25602
S -2.15826 2.35167 -2.66184
S -1.36762 2.86237 0.13003
N 1.67682 -0.08059 1.90183
N 1.54155 1.18216 2.48472
C 1.65959 2.27519 1.69976
N 1.49578 3.48050 2.26493
N 1.97682 2.04489 0.43632
N 2.12933 3.02338 -0.46745
O 2.52464 4.15075 -0.15692
O 1.95677 2.67445 -1.63669
H 0.78055 -0.54548 1.86714
H 2.30531 -0.63054 2.47110
H 0.99746 1.25169 3.33756
H 0.91198 3.56930 3.07979
H 1.53503 4.26695 1.63377
N -1.88172 -0.37308 -0.19565
C -2.12512 -0.95430 0.77775
C -2.33033 -1.60659 1.98343
C -1.97482 -0.87793 3.13531
N -1.60242 -0.24658 4.03081
C -2.72907 -2.95446 2.05315
N -3.04495 -4.06344 2.11238

=====

#Q
Formula: C12H11N8O2S3Sn
Source: OMol25
Level of theory: ωB97M-V with the def2-TZVPD basis set

Values from the calculation:
charge = -1

CARTESIAN COORDINATES (ANGSTROEM)
Sn -0.21289 1.67902 -0.63132
C 0.24622 1.33092 3.12655
C -0.98795 0.70273 3.02007
C -2.10258 1.42011 2.61153
C -1.98260 2.77088 2.31543
C -0.74978 3.40325 2.42282
C 0.36619 2.68268 2.82644
H 1.11846 0.76623 3.43375
H -1.08495 -0.35382 3.23671
H -3.05078 0.91676 2.48374
H -2.84758 3.32710 1.97663
H -0.65404 4.45026 2.16495
H 1.33070 3.17042 2.89052
S 0.65982 5.09006 -3.61649
C 0.42026 3.82838 -2.60791
S -0.75273 2.56233 -2.92224
S 1.27159 3.65640 -1.08142
N 1.04243 -1.76286 1.27385
N 0.63370 -2.64881 0.27138
C -0.56924 -2.58330 -0.34088
N -0.75186 -3.39811 -1.38282
N -1.41297 -1.70781 0.20986
N -2.66179 -1.57007 -0.30717
O -3.10101 -2.31309 -1.19471
O -3.29831 -0.62629 0.12042
H 1.04898 -0.81942 0.89234
H 0.33567 -1.77087 2.00035
H 1.35215 -3.23611 -0.12126
H 0.05072 -3.84245 -1.80773
H -1.65140 -3.35985 -1.83397
N 1.41182 0.17687 -1.49313
C 1.94554 -0.64328 -2.11354
C 2.58981 -1.66669 -2.80021
C 3.68142 -1.40896 -3.66488
N 4.57423 -1.22238 -4.37030
C 2.11716 -2.97583 -2.60207
N 1.67558 -4.02443 -2.38530

=====

Which one sits at the top of the stability order? #Q does.

=====

#P
Formula: H12O6
Source: OMol25
Level of theory: ωB97M-V with the def2-TZVPD basis set

Values from the calculation:
charge = 0

CARTESIAN COORDINATES (ANGSTROEM)
O 15.23500 7.44041 -1.80496
H 14.55407 7.62987 -1.15946
H 14.79729 6.90246 -2.46469
O 14.39873 6.52518 -3.40276
H 15.21765 6.19693 -3.77405
H 13.72366 5.95233 -3.76657
O 11.51014 6.17266 -5.14185
H 11.03522 5.38255 -5.39955
H 12.41280 5.87992 -5.01639
O 13.33666 5.09840 -4.52932
H 13.42958 4.88721 -5.45829
H 13.12017 4.26364 -4.11393
O 14.73339 8.46221 -3.75451
H 15.32662 8.72162 -3.04951
H 14.47486 7.56746 -3.53357
O 16.21578 5.43279 -3.30085
H 16.22307 4.69715 -3.91324
H 17.06659 5.39010 -2.86434

=====

#Q
Formula: H12O6
Source: OMol25
Level of theory: ωB97M-V with the def2-TZVPD basis set

Values from the calculation:
charge = 0

CARTESIAN COORDINATES (ANGSTROEM)
O 23.68706 -20.25675 -20.30147
H 23.76156 -21.20931 -20.35886
H 23.02321 -20.10808 -19.62810
O 23.28575 -20.48163 -14.61701
H 23.33904 -20.85804 -15.49548
H 22.34721 -20.40436 -14.44556
O 24.78132 -16.84238 -21.32299
H 24.53413 -17.74441 -21.11934
H 24.03386 -16.49232 -21.80774
O 25.95315 -23.27004 -18.96651
H 25.74145 -23.93119 -18.30749
H 26.81047 -23.53178 -19.30225
O 26.97853 -20.06659 -13.45821
H 26.20321 -20.10202 -14.01843
H 26.78011 -19.38446 -12.81668
O 26.55006 -19.69635 -17.50476
H 25.75432 -19.80099 -18.02638
H 26.77558 -20.58513 -17.23011

=====

Which one sits at the top of the stability order? #Q does.

=====

#P
Formula: H12O6
Source: OMol25
Level of theory: ωB97M-V with the def2-TZVPD basis set

Values from the calculation:
charge = 0

CARTESIAN COORDINATES (ANGSTROEM)
O -22.58689 1.33137 -11.25137
H -22.19769 0.98715 -12.02129
H -22.91697 0.58688 -10.74327
O -19.26557 3.39002 -13.97052
H -19.24441 3.55342 -13.00930
H -18.59694 2.80344 -14.34604
O -20.86212 -0.65685 -15.67866
H -20.32404 -0.98858 -16.42657
H -21.06439 -1.39554 -15.06971
O -20.23824 -0.06155 -12.43948
H -20.35841 0.52476 -13.16059
H -19.70253 0.51174 -11.82609
O -21.03005 5.48896 -13.54186
H -20.79616 6.29321 -14.01753
H -20.86834 4.74361 -14.08372
O -21.30702 1.72149 -14.21933
H -20.61246 2.42530 -14.36175
H -21.27578 1.17420 -15.02363

=====

#Q
Formula: H12O6
Source: OMol25
Level of theory: ωB97M-V with the def2-TZVPD basis set

Values from the calculation:
charge = 0

CARTESIAN COORDINATES (ANGSTROEM)
O -0.50849 1.13700 -0.15970
H -0.57035 0.22260 -0.22964
H 0.28034 1.23833 -0.74550
O 1.10146 0.82305 2.29820
H 0.57336 -0.01496 2.28738
H 0.71323 1.11395 1.51410
O -1.93517 3.17894 4.14414
H -2.57638 3.96894 3.98240
H -1.56176 3.10737 3.29456
O 2.53897 1.00917 -4.50673
H 2.69656 1.22397 -3.52645
H 1.76233 0.47294 -4.60191
O 2.29087 -2.78046 -1.23908
H 2.71972 -2.01610 -0.95462
H 1.94355 -3.22425 -0.45041
O -3.44602 -3.37417 -0.19462
H -2.49529 -3.52297 -0.26483
H -3.52693 -2.56335 -0.64729

=====

#R
Formula: H12O6
Source: OMol25
Level of theory: ωB97M-V with the def2-TZVPD basis set

Values from the calculation:
charge = 0

CARTESIAN COORDINATES (ANGSTROEM)
O 5.18316 -0.70811 2.33671
H 5.81047 -0.96641 1.66144
H 4.36464 -0.56466 1.86165
O -4.54117 -3.48866 -1.43410
H -4.64048 -2.58111 -1.72169
H -4.72979 -3.46513 -0.49596
O 0.04409 0.88077 -0.12566
H -0.03404 1.77130 0.21651
H -0.78566 0.72310 -0.57609
O 1.68264 3.37529 3.54985
H 2.56162 3.75070 3.49799
H 1.09539 4.12415 3.44695
O -4.15142 1.04420 -2.73393
H -4.01779 0.53940 -3.53614
H -4.67596 1.79641 -3.00830
O 2.53946 -2.24532 -0.74323
H 1.97479 -1.49598 -0.55382
H 2.32006 -2.48996 -1.64225

=====

#S
Formula: H12O6
Source: OMol25
Level of theory: ωB97M-V with the def2-TZVPD basis set

Values from the calculation:
charge = 0

CARTESIAN COORDINATES (ANGSTROEM)
O -3.72692 -18.50500 13.91648
H -3.16630 -17.83880 13.51885
H -4.32398 -18.01167 14.47894
O -9.78514 -18.76733 13.04848
H -8.89421 -18.93474 13.35578
H -9.73320 -17.91589 12.61421
O 0.83510 -13.13604 9.81185
H 0.86503 -12.18314 9.89746
H 0.48685 -13.44142 10.64954
O -3.75274 -24.00934 13.57719
H -3.45610 -24.14360 12.67707
H -3.84654 -23.06036 13.65994
O -6.69095 -16.46270 16.89103
H -6.29129 -16.33373 17.75120
H -7.36279 -15.78326 16.83425
O -0.56840 -13.56028 14.58233
H -0.46326 -12.60888 14.58147
H -0.47267 -13.81149 15.50101

=====

Which one sits at the top of the stability order? #P does.

=====

#P
Formula: H12O6
Source: OMol25
Level of theory: ωB97M-V with the def2-TZVPD basis set

Values from the calculation:
charge = 0

CARTESIAN COORDINATES (ANGSTROEM)
O 11.42216 -4.33962 4.39429
H 12.32337 -4.38020 4.71430
H 11.35757 -5.05978 3.76705
O 9.16612 -2.43894 2.96931
H 9.50811 -3.24903 3.34751
H 9.94554 -1.92548 2.75693
O 14.35984 -3.26242 5.67714
H 14.78287 -2.40587 5.73710
H 15.02462 -3.83182 5.28974
O 13.26766 -4.06496 8.07423
H 14.01085 -3.69043 8.54712
H 13.41988 -3.82593 7.15994
O 8.84465 -4.08991 5.53519
H 8.09761 -4.68738 5.56955
H 9.55669 -4.61659 5.17209
O 10.36808 -5.79078 2.04665
H 10.90543 -5.47262 1.32121
H 9.58058 -6.13802 1.62771

=====

#Q
Formula: H12O6
Source: OMol25
Level of theory: ωB97M-V with the def2-TZVPD basis set

Values from the calculation:
charge = 0

CARTESIAN COORDINATES (ANGSTROEM)
O 1.29222 3.00322 -0.64872
H 1.16922 3.13422 -1.59672
H 0.56722 3.48422 -0.24372
O -1.32878 -0.45578 -1.49272
H -1.81878 0.10822 -0.81272
H -1.73878 -0.34778 -2.35772
O 1.91422 -0.41278 2.39128
H 1.69322 -0.15678 1.47728
H 1.52822 -1.26578 2.46328
O -1.37978 -2.99478 -1.69872
H -1.37678 -2.04578 -1.57572
H -0.94678 -3.02778 -2.53072
O 0.79722 0.39222 0.06928
H 0.22722 0.13322 -0.68172
H 0.98522 1.33122 -0.10472
O -0.72978 -0.09578 2.73528
H -1.08078 -0.52278 1.94628
H 0.22622 -0.26078 2.66128

=====

#R
Formula: H12O6
Source: OMol25
Level of theory: ωB97M-V with the def2-TZVPD basis set

Values from the calculation:
charge = 0

CARTESIAN COORDINATES (ANGSTROEM)
O 0.95061 0.14078 1.04439
H 1.85861 -0.13122 0.87639
H 0.46161 -0.00322 0.23539
O 2.55661 -0.07022 -2.76661
H 2.49261 0.20078 -1.86661
H 2.06261 -0.88822 -2.88261
O -1.19539 -0.00622 -0.60261
H -1.43439 -0.58722 0.09239
H -2.00039 0.55278 -0.66661
O -1.25639 -0.12722 3.35439
H -1.54539 0.13278 4.20139
H -0.64339 0.56078 3.12939
O 0.09261 -2.25622 -2.60261
H -0.30839 -1.43722 -2.28261
H -0.28339 -2.35522 -3.47961
O -0.58539 2.26678 1.71439
H -1.35039 2.29078 1.10739
H 0.12761 1.71678 1.39439

=====

Which one sits at the top of the stability order? #R does.

=====

#P
Formula: H12O6
Source: OMol25
Level of theory: ωB97M-V with the def2-TZVPD basis set

Values from the calculation:
charge = 0

CARTESIAN COORDINATES (ANGSTROEM)
O -3.91456 10.82480 -28.91100
H -4.05823 10.50494 -28.01049
H -4.37526 11.66794 -28.94248
O -1.47277 8.15456 -24.08394
H -1.35903 8.95124 -24.62923
H -2.36281 8.23398 -23.73073
O -1.76233 10.06774 -26.08110
H -2.00007 10.69775 -26.76905
H -0.90228 9.68173 -26.38358
O 1.59431 11.15157 -25.03593
H 1.17819 10.40524 -25.48833
H 2.52448 11.09871 -25.27825
O 0.51785 9.08994 -27.07617
H 0.94201 9.67219 -27.72033
H 0.91883 8.22399 -27.22081
O -4.71971 12.29898 -26.12698
H -5.17134 12.90788 -26.72162
H -3.87195 12.72084 -25.94372

=====

#Q
Formula: H12O6
Source: OMol25
Level of theory: ωB97M-V with the def2-TZVPD basis set

Values from the calculation:
charge = 0

CARTESIAN COORDINATES (ANGSTROEM)
O 0.15658 2.71956 -0.12307
H 0.71301 2.89805 -1.01411
H 0.86464 2.13921 0.34566
O 1.41751 1.19387 1.70598
H 0.88203 0.39707 2.01762
H 1.51984 1.85356 2.43581
O -0.06422 -1.01341 2.22285
H -0.24330 -1.63159 1.48211
H -0.98226 -0.50878 2.40531
O -1.35563 0.98015 -1.65900
H -2.46375 1.31829 -1.76928
H -0.95509 1.55560 -1.05106
O -0.10569 -2.73621 0.05628
H 0.87560 -2.92935 0.22003
H 0.03642 -2.21353 -0.81757
O 0.05044 -1.23833 -2.13702
H -0.51935 -0.36846 -2.05307
H -0.51971 -1.75510 -2.72957

=====

Which one sits at the top of the stability order? #P does.

=====

#P
Formula: C3H2N2O2
Source: OMol25
Level of theory: ωB97M-V with the def2-TZVPD basis set

Values from the calculation:
charge = 0

CARTESIAN COORDINATES (ANGSTROEM)
O -2.54462 -0.23817 -0.84184
C -1.81657 0.19622 0.00960
C -0.32548 -0.20148 0.09711
N 0.51284 0.79647 0.14173
C 1.74689 0.19966 0.02247
N 1.80870 -1.09578 0.09543
O 0.17052 -1.40569 0.02834
H -2.12687 0.96382 0.74158
H 2.59749 0.83235 -0.28931

=====

#Q
Formula: C3H2N2O2
Source: OMol25
Level of theory: ωB97M-V with the def2-TZVPD basis set

Values from the calculation:
charge = 0

CARTESIAN COORDINATES (ANGSTROEM)
N 1.47000 -1.73427 0.47267
C 0.62285 -0.91040 0.68738
O 0.55540 0.59935 -0.78368
C -0.59331 1.15155 -0.95360
O -1.61126 1.01620 -0.25772
C -0.36164 -0.41108 1.51555
N -1.30608 0.30344 1.55019
H 1.96674 -1.83617 -0.40578
H -0.74271 1.82139 -1.82500

=====

Which one sits at the top of the stability order? #P does.